DFT (ωB97M-V/def2-TZVPD) results for a cluster of 2 separate species, C3H9S3 in total at a distorted geometry.

Values from the calculation:
net charge	-1
highest occupied orbital energy	-0.1019	Eh
largest force on an atom	2.11	eV Å⁻¹
relative energy (zero: lowest compared OMol25 entry of this formula, charge and spin)	14.3	kcal per mole
energy	-35763.3940	eV
lowest unoccupied orbital energy	3.3	eV

```
15
Properties=species:S:1:pos:R:3:forces:R:3:nbo_charge:R:1
C 3.069709 -0.489896 -0.069302 0.1 1.0 -0.8 -0.733
S 1.938113 0.941295 -0.278026 0.4 0.2 -0.4 -0.693
H 4.094347 -0.088516 0.046712 -0.3 -0.5 0.0 0.184
H 2.794417 -1.049004 0.814442 0.0 -0.5 0.1 0.172
H 3.006202 -1.079047 -0.994695 0.2 -0.2 0.5 0.186
C -0.568085 1.391568 1.484648 0.0 -0.5 0.0 -0.626
C -0.530316 -0.138629 1.415516 -2.0 0.5 0.5 -0.505
S -1.905311 -0.819328 0.416302 0.1 0.0 -0.4 0.006
S -1.254116 -0.534356 -1.604741 -0.6 -0.3 0.5 -0.272
H -1.513169 1.691672 1.959540 0.3 0.1 0.0 0.180
H -0.496632 1.822163 0.469312 0.0 -0.2 0.6 0.234
H 0.314093 1.700173 2.061910 -0.4 0.2 -0.2 0.226
H -0.727610 -0.599388 2.401680 0.2 0.2 -0.3 0.199
H 0.362693 -0.499703 0.997720 1.3 -0.3 -0.4 0.253
H -0.121160 0.121624 -1.278338 0.7 0.3 0.2 0.191
```
Forces are in eV/Å.